Here is a 7-piece molecular cluster, C34H78F3N6O6S overall in a non-equilibrium geometry from the Open Molecules 2025 dataset. Energies are from the ωB97M-V functional and the def2-TZVPD basis.

Energy   -2818.2402 a.u.
HOMO energy   -18.903 eV
Gap between HOMO and LUMO   7.7 eV
Lowest unoccupied orbital energy   -0.41071 Ha

ORCA input file:
```
! wB97M-V def2-TZVPD RIJCOSX def2/J DEFGRID3
* xyz 5 1
C -9.6311 3.9467 -32.2911
C -8.7622 2.7399 -32.4214
O -8.3071 2.2950 -33.4144
N -8.5099 1.9317 -31.1316
H -8.7764 2.4954 -30.3205
H -9.1886 1.1564 -31.0916
C -7.0893 1.4755 -30.9949
H -9.3340 4.6332 -31.4957
H -10.6112 3.5577 -31.9831
H -9.6511 4.4694 -33.2397
H -6.9442 1.1516 -29.9691
H -6.3867 2.2567 -31.2737
H -6.8863 0.6591 -31.6824
C -5.4838 5.3422 -26.5268
C -6.2032 4.5329 -27.5454
O -6.1592 3.3580 -27.6540
N -7.1410 5.2828 -28.5067
H -8.0163 4.7566 -28.4550
H -7.3682 6.2160 -28.1476
C -6.5834 5.3975 -29.9132
H -4.5662 5.6748 -27.0384
H -5.1351 4.6642 -25.7548
H -6.0832 6.1757 -26.1680
H -5.8820 6.2208 -29.8646
H -7.4770 5.6053 -30.4949
H -6.1316 4.4625 -30.2265
C 1.9343 9.5930 -29.9689
C 0.8535 8.9142 -30.7675
O 0.8748 8.5997 -31.9065
N -0.4913 8.7385 -30.0164
H -0.3410 9.0399 -29.0494
H -1.1949 9.4015 -30.3564
C -0.9610 7.2852 -29.9891
H 2.6002 10.0221 -30.7144
H 2.4461 8.9071 -29.2973
H 1.4820 10.4366 -29.4394
H -0.0603 6.6834 -30.0284
H -1.6855 7.0153 -30.7440
H -1.4206 7.1539 -29.0120
C -2.4079 0.9070 -38.2525
C -3.5966 1.0699 -37.3219
C -3.9984 2.5355 -37.2240
N -5.0210 2.8055 -36.1757
C -6.2868 1.9667 -36.3414
C -4.4420 2.6991 -34.7775
C -4.9113 3.9049 -33.9649
C -5.9382 4.6497 -34.8557
C -5.4820 4.2582 -36.2431
H -1.5958 1.6121 -38.0537
H -2.6948 0.9654 -39.3008
H -1.9305 -0.0636 -38.1098
H -3.3062 0.7348 -36.3186
H -4.4289 0.4597 -37.6681
H -4.3716 2.8696 -38.1937
H -3.1305 3.1362 -36.9516
H -5.9764 0.9356 -36.2072
H -6.5167 2.1115 -37.3949
H -7.0600 2.3055 -35.6684
H -4.7120 1.7910 -34.2491
H -3.3619 2.7431 -34.9007
H -5.2899 3.5554 -33.0029
H -4.1629 4.6626 -33.7314
H -6.9534 4.3388 -34.6113
H -5.8538 5.7267 -34.7397
H -6.2128 4.4125 -37.0329
H -4.5717 4.7950 -36.5197
C 5.0509 2.3399 -34.3248
C 3.8807 2.9297 -33.4835
C 2.7091 3.0040 -34.4168
N 1.4306 3.5571 -33.7770
C 1.0663 2.7183 -32.5981
C 0.3397 3.5852 -34.7976
C -0.7215 4.5137 -34.2026
C 0.1245 5.5581 -33.4702
C 1.5456 5.0079 -33.4228
H 6.0565 2.5898 -34.0077
H 5.0143 2.6260 -35.3880
H 4.9158 1.2609 -34.4526
H 4.2429 3.9078 -33.1724
H 3.7596 2.2082 -32.6806
H 2.3917 2.0546 -34.8454
H 2.9441 3.6945 -35.2270
H 1.2134 1.6606 -32.8062
H 0.0238 2.8964 -32.3525
H 1.7319 3.0000 -31.7896
H 0.0361 2.5664 -35.0410
H 0.7992 3.9828 -35.7046
H -1.3471 3.9082 -33.5436
H -1.3287 4.8967 -35.0221
H -0.2145 5.8331 -32.4725
H 0.0482 6.5164 -33.9883
H 2.0803 5.1127 -32.4809
H 2.2350 5.4347 -34.1533
C -2.4060 -1.1766 -27.4511
C -2.5073 -2.2548 -26.3693
C -3.8837 -2.8867 -26.2889
N -4.0751 -3.8163 -25.1200
C -3.0444 -4.9133 -25.1304
C -5.4633 -4.3765 -25.0899
C -5.7308 -4.7413 -23.6310
C -4.8537 -3.7808 -22.8204
C -3.9948 -3.0233 -23.8223
H -3.3440 -0.6667 -27.6929
H -2.0018 -1.5708 -28.3829
H -1.7421 -0.3605 -27.1613
H -2.1955 -1.8405 -25.4111
H -1.7824 -3.0342 -26.6033
H -4.0585 -3.5130 -27.1695
H -4.6612 -2.1241 -26.2984
H -3.3095 -5.6592 -24.3896
H -2.0950 -4.4549 -24.8794
H -3.0305 -5.3050 -26.1436
H -5.5356 -5.2578 -25.7227
H -6.1431 -3.5954 -25.4247
H -5.4095 -5.7690 -23.4561
H -6.7829 -4.7017 -23.3707
H -4.3102 -4.1897 -21.9710
H -5.4934 -3.0465 -22.3202
H -2.9525 -2.8817 -23.5543
H -4.4117 -2.0416 -24.0425
C -2.7904 2.1755 -29.8731
F -3.5546 2.2470 -31.0039
F -3.6253 1.8782 -28.8731
F -1.9351 1.1854 -30.0555
S -1.8531 3.7435 -29.4750
O -2.7798 4.5665 -28.6994
O -0.7548 3.2583 -28.6928
O -1.4700 4.3596 -30.7412
*
```

Results of the Löwdin charge analysis, in e, for atoms 1 through 4:
1 C 0.0552
2 C -0.3821
3 O 0.1864
4 N 0.1027